{"formula": "C26H23Cl5N3O3S5Sn", "method": "ωB97M-V/def2-TZVPD", "homo_ev": -3.9, "homo_lumo_gap_ev": 5.40, "lumo_energy_ev": 1.523, "charge": -1, "species": ["Sn", "Cl", "Cl", "Cl", "Cl", "Cl", "S", "S", "S", "S", "S", "O", "O", "O", "N", "N", "N", "C", "C", "C", "C", "C", "C", "C", "C", "C", "C", "C", "C", "C", "C", "C", "C", "C", "C", "C", "C", "C", "C", "C", "C", "C", "C", "H", "H", "H", "H", "H", "H", "H", "H", "H", "H", "H", "H", "H", "H", "H", "H", "H", "H", "H", "H", "H", "H", "H"], "coordinates": [[0.331422, 0.292340, 0.486944], [2.723836, -4.282875, -2.413245], [3.548919, -0.487693, 2.465638], [0.789615, -1.908043, -2.005340], [5.097465, -4.739080, -0.451852], [5.511895, -2.820564, 1.962200], [1.802259, 2.328212, 1.093083], [0.214858, -0.018955, 3.127827], [2.452525, 3.654189, 3.682730], [2.458315, 4.111326, 6.629261], [1.136566, 1.767307, 5.341120], [-3.328750, 0.654059, 1.476108], [-1.001702, -2.488136, 1.033413], [-2.730359, -1.000721, -0.790636], [1.057219, 1.579904, -1.957467], [0.213067, 2.131292, -2.669714], [-1.018917, 2.585849, -0.658716], [2.159366, -1.313351, 0.281086], [-1.783278, 3.433640, -2.753024], [-2.604029, -2.412632, -0.737214], [-3.567908, 0.942540, 2.834714], [4.271076, -0.326817, -3.856845], [4.165009, -2.576801, 0.900734], [1.073442, 1.418055, 3.625758], [4.347759, 0.059222, -2.527990], [-2.969611, 3.955012, -0.753358], [-2.206959, -3.030073, 0.584019], [1.699110, 2.315045, 2.840220], [3.122400, -0.059882, -4.600343], [-0.505834, -3.176299, 2.166205], [2.136752, 0.966531, -2.683285], [3.256521, -1.534048, 1.104922], [2.042806, 3.221732, 5.289931], [-2.837445, 4.074530, -2.128084], [-2.042296, 3.188449, -0.063907], [2.051016, 0.591451, -4.017675], [-4.299597, -0.205570, 0.938450], [-0.892198, 2.718867, -1.965953], [-3.992639, -0.442671, -0.520484], [3.990465, -3.439470, -0.177986], [2.046622, -2.180963, -0.794581], [3.270415, 0.702452, -1.931433], [2.922439, -3.236950, -1.044742], [1.139572, 0.784366, -4.567212], [-3.541933, -2.896628, -1.047305], [-4.789533, -1.070703, -0.946720], [-3.773837, 4.442715, -0.219603], [-4.349835, -1.145937, 1.501720], [5.098969, -0.853233, -4.314848], [-2.119085, 3.040710, 1.008812], [5.232513, -0.157953, -1.943053], [-2.096462, -4.110202, 0.394245], [-4.537541, 1.441048, 2.963681], [-4.010834, 0.522307, -1.033472], [0.419393, -2.690985, 2.469506], [3.059213, -0.380878, -5.632332], [-5.300872, 0.253630, 0.993322], [-1.620908, 3.482074, -3.821218], [-2.979058, -2.914147, 1.354486], [-0.307626, -4.228230, 1.925448], [-3.560263, 0.026286, 3.436607], [-3.543474, 4.659356, -2.703453], [-2.764112, 1.586152, 3.182911], [-1.219953, -3.127982, 2.996414], [3.292132, 0.994835, -0.886658], [-1.838104, -2.667014, -1.471767]], "forces_ev_per_angstrom": [[0.133, -0.352, 0.420], [-0.002, 0.061, 0.071], [0.018, -0.011, -0.127], [0.045, -0.164, 0.235], [-0.031, 0.044, 0.021], [-0.064, 0.023, -0.041], [-0.012, 0.029, 0.162], [-0.151, 0.213, -0.031], [0.086, 0.039, -0.126], [-0.010, -0.052, -0.058], [-0.069, -0.155, 0.113], [-0.142, -0.010, -0.002], [0.316, -0.073, 0.130], [0.104, -0.265, 0.120], [0.319, -0.015, -0.072], [-0.425, 0.079, -0.171], [0.051, 0.148, 0.061], [-0.100, 0.070, -0.168], [-0.066, 0.077, -0.148], [-0.225, 0.153, -0.276], [0.038, -0.105, -0.004], [-0.047, -0.015, -0.017], [0.036, 0.010, 0.022], [-0.082, -0.141, 0.073], [-0.041, 0.014, 0.030], [-0.032, -0.009, 0.054], [-0.057, 0.079, 0.021], [0.103, 0.106, -0.208], [0.019, 0.011, 0.029], [0.049, 0.022, -0.058], [-0.197, 0.194, 0.349], [0.023, -0.080, 0.173], [-0.024, 0.067, 0.055], [-0.016, -0.016, -0.064], [0.053, -0.125, 0.052], [0.021, 0.008, -0.099], [0.030, 0.112, 0.042], [0.255, -0.023, -0.186], [0.010, -0.159, -0.161], [-0.004, 0.011, -0.015], [0.013, -0.009, -0.199], [0.132, -0.009, -0.004], [-0.049, -0.007, -0.050], [0.018, 0.003, 0.012], [-0.042, 0.066, -0.059], [-0.014, 0.015, -0.003], [-0.009, 0.003, 0.001], [0.096, -0.045, 0.042], [0.003, 0.002, -0.007], [0.012, 0.032, -0.067], [0.004, -0.002, -0.008], [-0.014, -0.019, 0.038], [-0.004, 0.037, 0.016], [0.048, -0.009, 0.001], [-0.019, -0.004, -0.018], [0.012, -0.003, -0.003], [-0.003, 0.010, 0.044], [-0.013, 0.016, 0.017], [-0.113, 0.050, 0.026], [-0.017, -0.005, -0.015], [0.022, 0.019, 0.015], [-0.009, 0.002, -0.004], [0.028, -0.003, 0.006], [-0.001, 0.011, 0.013], [0.006, 0.002, -0.056], [0.004, 0.045, 0.058]]}

{"formula": "C9H14", "method": "ωB97M-V/def2-TZVPD", "de_lowest_kj_mol": 284.4, "homo_ev": -8.7, "homo_lumo_gap_ev": 9.68, "lumo_energy_ev": 0.947, "smiles": "Cc1ccccc1.CC", "species": ["C", "C", "C", "C", "C", "C", "C", "C", "C", "H", "H", "H", "H", "H", "H", "H", "H", "H", "H", "H", "H", "H", "H"], "coordinates": [[1.262820, 2.016193, -0.471010], [-0.925736, -2.992551, -0.954466], [-0.105462, 0.714435, 0.945817], [-1.439449, -2.220230, 0.217101], [-1.152581, 1.422178, 0.478503], [1.154139, 0.991889, 0.398248], [2.338420, 0.119498, 0.702897], [0.330829, 3.007704, -0.667391], [-0.932790, 2.703330, -0.102666], [-0.657459, -1.501964, 0.566514], [-1.785690, 3.496680, -0.005485], [2.183625, 2.009966, -1.140930], [-0.289852, -0.141568, 1.625367], [-0.939490, -4.115710, -0.636601], [-1.763761, -2.943454, -1.865269], [0.421516, 3.805773, -1.283362], [2.324736, -0.765092, 1.235512], [-2.194213, -1.608681, -0.157280], [3.249757, 0.814315, 1.016255], [-2.187945, 0.969228, 0.487720], [-1.627807, -2.813015, 1.201653], [2.581545, -0.312820, -0.224055], [0.154849, -2.656105, -1.367071]], "forces_ev_per_angstrom": [[3.078, 1.013, -2.777], [-0.117, -2.405, -2.685], [1.051, -1.306, 0.238], [2.406, 0.113, 2.678], [-2.550, 1.575, -0.394], [-0.701, -1.704, 2.398], [2.282, 3.485, -0.831], [-2.856, -3.152, 2.686], [-1.139, 1.001, 0.087], [-0.657, -0.777, -0.521], [1.525, -1.708, -0.889], [-0.901, 0.325, 1.177], [0.429, 0.736, -0.599], [0.563, 1.830, -1.036], [2.503, -0.101, 2.149], [0.664, 2.400, -1.572], [-0.908, -1.265, 2.196], [-1.864, 0.929, 0.296], [-1.779, -1.721, -0.488], [1.053, 1.044, 0.747], [-0.362, 0.810, -2.057], [0.930, -0.203, -1.735], [-2.649, -0.917, 0.934]]}